15
Properties=species:S:1:pos:R:3:forces:R:3:nbo_charge:R:1 method="wB97M-V/def2-TZVPD" homo_energy_ev=-11.3 relative_energy_kj_mol=149.8 smiles="O=CNC(=O)O.O.O"
O -0.02747 1.33196 1.31923 1.0 -3.1 -0.4 -0.60
C 0.07177 0.08406 1.31742 1.2 2.8 -0.9 0.56
N 0.93730 -0.73079 0.56614 -0.5 1.4 1.2 -0.69
C 1.71519 -0.46995 -0.61389 -2.9 0.4 -1.2 0.90
O 1.99313 -1.39632 -1.34102 0.8 1.8 1.1 -0.55
O 1.64603 0.87168 -0.98132 -0.4 0.3 3.5 -0.71
H -0.51584 -0.54989 1.95475 -0.6 -0.1 0.6 0.14
H 0.87462 -1.65384 0.95231 0.5 -0.6 -0.7 0.42
H 1.25572 1.51105 -0.12901 1.4 -2.8 -2.7 0.52
O -3.47474 -0.94862 0.72095 -0.5 -0.9 3.1 -0.93
H -3.35885 -0.67938 -0.14421 0.6 0.9 -2.7 0.47
H -2.85710 -1.65744 0.91950 -0.1 0.1 -0.3 0.46
O -1.49969 1.16765 -0.91134 2.7 0.1 -0.9 -0.95
H -1.08577 0.49093 -1.53299 -0.8 1.5 1.0 0.47
H -0.69380 1.75864 -0.65640 -2.4 -1.6 -0.7 0.48